Entry from OMol25: a 2-piece molecular cluster, C4H8O3 overall (ωB97M-V with the def2-TZVPD basis set).

Calculated values
- LUMO level (Ha) = 0.025
- spin multiplicity = 1
- Kohn-Sham gap (eV) = 9.07
- structure (SMILES) = CC(O)=C=O.CO
- total charge = 0

Each line ends with the natural charge from an NBO analysis.
CARTESIAN COORDINATES (ANGSTROEM)
C  -1.57  0.82  -0.74  -0.65
C  -1.39  -0.62  -0.34  -0.04
O  -2.47  -1.30  0.22  -0.68
C  -0.26  -1.29  -0.42  0.67
O  0.72  -1.94  -0.46  -0.46
H  -0.61  1.28  -0.98  0.25
H  -2.04  1.37  0.08  0.22
H  -2.23  0.90  -1.62  0.21
H  -3.07  -1.56  -0.50  0.47
C  2.49  0.25  0.78  -0.25
O  1.32  0.89  0.30  -0.73
H  2.26  -0.63  1.40  0.17
H  3.12  0.94  1.34  0.16
H  3.04  -0.10  -0.10  0.19
H  0.71  0.98  1.04  0.47

Entry from OMol25: C23H29BrN5O2Ti as an isolated structure (ωB97M-V with the def2-TZVPD basis set).

Calculated values
- LUMO level (spin up / spin down) (Ha) = -0.099 / -0.102
- spin multiplicity = 3
- ⟨S²⟩ = 2.003
- Kohn-Sham gap (spin up / spin down) (eV) = 6.09 / 7.09
- total charge = +1

Each line ends with the natural charge from an NBO analysis.
CARTESIAN COORDINATES (ANGSTROEM)
Ti  -0.11  -0.02  0.24  1.21
C  -0.93  3.11  0.00  -0.25
O  -1.09  1.74  -0.36  -0.52
C  -2.29  1.43  -0.95  0.24
C  -3.30  2.35  -1.19  -0.28
C  -4.51  1.91  -1.72  -0.06
Br  -5.89  3.18  -1.99  0.11
C  -4.72  0.58  -2.01  -0.18
C  -3.70  -0.36  -1.81  -0.10
C  -2.48  0.08  -1.29  0.26
O  -1.41  -0.78  -1.05  -0.72
C  -4.08  -1.74  -2.07  0.34
N  -5.33  -2.07  -2.15  -0.43
C  -5.38  -3.42  -2.34  0.14
C  -6.47  -4.27  -2.52  -0.20
C  -6.21  -5.61  -2.68  -0.22
C  -4.91  -6.11  -2.67  -0.19
C  -3.81  -5.29  -2.51  -0.24
C  -4.06  -3.93  -2.35  0.10
N  -3.23  -2.84  -2.16  -0.56
H  -0.99  3.75  -0.88  0.21
H  0.06  3.22  0.45  0.20
H  -1.68  3.41  0.74  0.22
H  -3.20  3.40  -0.95  0.25
H  -5.67  0.23  -2.37  0.28
H  -1.78  -1.63  -0.74  0.53
H  -7.47  -3.87  -2.54  0.23
H  -7.03  -6.29  -2.84  0.23
H  -4.76  -7.18  -2.79  0.22
H  -2.81  -5.69  -2.51  0.22
H  -2.26  -2.83  -2.41  0.41
N  0.83  -1.89  0.45  -0.84
C  2.25  -1.96  0.09  -0.22
C  3.05  -0.91  0.86  -0.43
C  3.05  0.43  0.12  -0.21
N  1.69  0.92  -0.05  -0.86
H  0.74  -2.07  1.46  0.40
H  0.35  -2.66  -0.03  0.37
H  2.34  -1.80  -0.99  0.20
H  2.66  -2.96  0.31  0.21
H  4.09  -1.24  0.96  0.24
H  2.64  -0.80  1.86  0.21
H  3.52  0.30  -0.86  0.21
H  3.66  1.16  0.68  0.21
H  1.67  1.66  -0.75  0.38
H  1.36  1.30  0.84  0.38
C  0.72  1.57  3.12  -0.64
C  -0.40  0.58  3.12  0.09
C  -1.16  0.22  4.20  -0.30
C  -2.05  -0.79  3.76  -0.28
C  -1.77  -1.00  2.43  0.08
C  -2.47  -1.98  1.53  -0.63
N  -0.77  -0.16  2.03  -0.71
H  0.77  2.02  4.11  0.26
H  0.57  2.38  2.41  0.18
H  1.69  1.09  2.94  0.19
H  -1.09  0.64  5.19  0.22
H  -2.79  -1.29  4.35  0.22
H  -3.05  -2.66  2.16  0.26
H  -1.77  -2.60  0.96  0.17
H  -3.18  -1.48  0.87  0.20

Entry from OMol25: C24H33ClMnNO4P2 as an isolated structure (ωB97M-V with the def2-TZVPD basis set).

Calculated values
- LUMO level (spin up / spin down) (Ha) = -0.155 / -0.129
- spin multiplicity = 4
- ⟨S²⟩ = 3.983
- Kohn-Sham gap (spin up / spin down) (eV) = 6.62 / 7.32
- total charge = +1

Each line ends with the natural charge from an NBO analysis.
CARTESIAN COORDINATES (ANGSTROEM)
C  3.69  -1.79  -1.27  -0.27
C  2.44  -1.15  -1.25  0.28
N  1.80  -0.97  -0.05  -0.60
C  2.37  -1.39  1.10  0.27
C  3.62  -2.00  1.11  -0.28
C  4.28  -2.22  -0.09  -0.11
C  1.79  -0.64  -2.46  -0.98
P  0.70  0.73  -2.12  1.11
Mn  -0.08  0.14  0.01  0.98
P  -0.18  -0.94  2.09  0.99
C  1.63  -1.16  2.40  -0.75
C  -1.96  0.83  -0.17  -0.20
C  -2.12  2.20  -0.44  -0.22
C  -3.41  2.76  -0.48  -0.19
C  -4.53  1.95  -0.26  -0.20
C  -4.37  0.58  -0.01  -0.20
C  -3.08  0.02  0.04  -0.30
O  0.34  -2.31  -3.69  -0.91
O  -1.69  -1.88  -2.48  -0.92
H  4.16  -1.92  -2.24  0.23
H  4.03  -2.31  2.07  0.23
H  5.26  -2.70  -0.11  0.24
C  1.71  2.24  -2.09  -0.95
C  -0.43  0.93  -3.52  -0.96
H  1.79  -1.99  3.11  0.26
H  1.98  -0.23  2.88  0.28
H  1.00  -1.70  -3.16  0.47
H  2.52  -0.36  -3.23  0.25
C  -0.81  -0.09  3.56  -0.94
C  -0.82  -2.64  2.24  -0.94
H  -1.25  2.83  -0.61  0.22
H  -3.52  3.82  -0.67  0.23
H  -5.53  2.38  -0.29  0.23
H  -5.24  -0.06  0.15  0.23
H  -2.94  -1.04  0.26  0.20
H  -1.35  -1.38  -1.56  0.47
H  -2.53  -1.45  -2.74  0.53
H  -0.75  -2.12  -3.16  0.52
H  0.62  -3.22  -3.57  0.50
H  -0.78  -1.08  -0.71  -0.19
H  2.19  2.38  -3.07  0.25
H  1.07  3.10  -1.85  0.25
H  2.47  2.16  -1.30  0.27
H  0.16  1.10  -4.43  0.26
H  -1.07  0.05  -3.65  0.24
H  -1.08  1.79  -3.33  0.26
H  -0.61  -3.04  3.24  0.25
H  -1.91  -2.63  2.07  0.25
H  -0.36  -3.28  1.48  0.25
H  -0.70  -0.71  4.46  0.25
H  -0.30  0.87  3.69  0.28
H  -1.87  0.13  3.39  0.27
Cl  4.33  6.09  4.83  0.04
C  3.25  5.12  3.93  -0.03
C  1.86  5.25  4.13  -0.24
C  0.99  4.45  3.40  -0.16
C  1.48  3.51  2.47  -0.12
C  2.86  3.40  2.27  -0.18
C  3.75  4.20  3.00  -0.24
C  0.51  2.61  1.75  0.75
O  -0.70  2.69  2.06  -0.67
O  1.04  1.79  0.91  -0.80
H  1.49  5.96  4.86  0.23
H  -0.09  4.52  3.54  0.24
H  3.23  2.67  1.55  0.22
H  4.82  4.11  2.84  0.23

Entry from OMol25: C48H36Cl2MnN4O2S5Sb2 as an isolated structure (ωB97M-V with the def2-TZVPD basis set).

Calculated values
- LUMO level (spin up / spin down) (Ha) = 0.134 / 0.134
- spin multiplicity = 6
- ⟨S²⟩ = 8.857
- Kohn-Sham gap (spin up / spin down) (eV) = 4.85 / 6.01
- total charge = -2

Each line ends with the Mulliken charge.
CARTESIAN COORDINATES (ANGSTROEM)
Mn  -0.80  1.00  -0.14  1.14
O  -3.23  -2.49  5.74  -0.79
N  -3.54  -1.27  5.68  0.93
O  -4.21  -0.72  6.60  -0.81
C  -3.13  -0.49  4.60  -0.79
C  -3.52  0.85  4.60  -1.06
C  -3.18  1.72  3.55  1.55
C  -3.51  3.09  3.52  -0.81
C  -3.12  3.87  2.46  -0.95
C  -2.40  3.29  1.41  -0.44
N  -2.08  2.01  1.42  0.38
C  -2.44  1.24  2.45  -0.47
C  -2.02  -0.15  2.43  -0.21
N  -1.28  -0.53  1.37  0.89
C  -0.84  -1.77  1.30  -0.33
C  -1.09  -2.70  2.30  -0.87
C  -1.84  -2.33  3.40  -0.93
C  -2.34  -1.02  3.50  1.20
H  -4.08  1.22  5.45  0.50
H  -4.07  3.52  4.35  0.42
H  -3.36  4.93  2.43  0.39
H  -2.07  3.86  0.55  0.45
H  -0.26  -2.03  0.42  0.14
H  -0.69  -3.70  2.21  0.53
H  -2.05  -3.02  4.20  0.57
C  3.72  -0.69  -0.60  -0.26
C  3.85  -0.76  -2.13  -0.82
C  2.66  -0.20  -2.90  -0.86
Sb  0.67  -0.82  -2.30  0.15
C  0.87  -2.85  -3.05  0.58
C  0.32  -3.91  -2.34  -0.38
C  0.44  -5.22  -2.79  -0.45
C  1.14  -5.49  -3.96  -0.50
C  1.69  -4.44  -4.68  -0.61
C  1.55  -3.13  -4.23  -0.42
C  -0.21  -0.15  -4.14  0.44
C  -1.36  -0.77  -4.61  -0.51
C  -1.97  -0.36  -5.78  -0.64
C  -1.43  0.69  -6.51  -0.49
C  -0.28  1.33  -6.05  -0.65
C  0.32  0.92  -4.87  -0.24
Sb  2.88  -2.52  0.17  1.02
C  3.43  -2.18  2.20  -0.08
C  2.87  -1.07  2.83  0.49
C  3.14  -0.81  4.17  -0.39
C  3.96  -1.66  4.89  -0.62
C  4.51  -2.78  4.27  -0.59
C  4.25  -3.04  2.94  -0.46
C  4.60  -3.68  -0.42  -0.19
C  5.89  -3.38  0.01  -0.12
C  6.98  -4.10  -0.46  -0.73
C  6.79  -5.13  -1.37  -0.32
C  5.51  -5.44  -1.81  -0.55
C  4.42  -4.71  -1.34  -0.26
H  3.08  0.14  -0.29  -0.57
H  4.69  -0.58  -0.12  0.73
H  4.05  -1.79  -2.45  0.18
H  4.74  -0.19  -2.43  0.34
H  2.74  -0.42  -3.96  0.81
H  2.63  0.88  -2.78  0.06
H  -0.22  -3.72  -1.42  0.27
H  0.00  -6.03  -2.23  0.40
H  1.25  -6.51  -4.31  0.35
H  2.23  -4.63  -5.60  0.39
H  1.97  -2.32  -4.82  0.24
H  -1.80  -1.58  -4.04  0.33
H  -2.88  -0.84  -6.12  0.39
H  -1.91  1.03  -7.42  0.38
H  0.13  2.17  -6.60  0.37
H  1.19  1.45  -4.51  0.21
H  2.21  -0.40  2.29  -0.26
H  2.69  0.05  4.64  0.35
H  4.17  -1.47  5.94  0.37
H  5.15  -3.46  4.84  0.37
H  4.68  -3.91  2.47  0.43
H  6.05  -2.57  0.71  0.41
H  7.98  -3.86  -0.12  0.36
H  7.64  -5.70  -1.74  0.35
H  5.35  -6.23  -2.53  0.40
H  3.43  -4.95  -1.70  0.21
S  -5.13  2.93  -5.72  -0.32
C  -4.13  2.46  -4.48  0.12
S  -2.72  3.31  -4.00  -0.10
C  -2.23  2.29  -2.68  0.25
C  -3.03  1.24  -2.43  0.01
S  -2.76  0.06  -1.18  -0.55
S  -4.43  1.10  -3.47  -0.12
S  -0.74  2.64  -1.82  -0.54
Cl  0.56  1.59  3.57  -0.05
C  1.78  2.35  2.58  0.33
C  2.78  3.05  3.23  -0.52
C  3.77  3.71  2.51  -0.53
C  3.70  3.66  1.13  -0.57
C  2.70  2.96  0.49  0.85
Cl  2.67  3.01  -1.26  -0.24
C  1.68  2.19  1.15  -1.26
N  0.81  1.41  0.56  0.04
H  2.77  3.08  4.32  0.41
H  4.55  4.25  3.01  0.36
H  4.43  4.18  0.52  0.39

Calculated ΔE to the lowest compared entry with this formula, charge and spin in order - 280.0 145.0 184.3 9.5 kJ/mol
Calculated largest force on an atom in order - 1.0 2.1 2.5 0.5 eV Å⁻¹